No. 1
CH5N2OP in the gas phase. Source: OMol25; level of theory: ωB97M-V with the def2-TZVPD basis set.

Geometry (Å):
P: -2.08830 -1.18873 -0.80523
O: -1.29935 -2.36291 -1.14091
N: -0.62691 -0.12364 0.11891
N: 0.51978 -0.69087 0.83722
C: -0.37336 0.70152 -1.02361
H: -1.25879 0.40585 0.68090
H: -0.33171 1.76381 -0.98461
H: 1.36422 -0.04500 0.85451
H: 0.50911 -1.64840 0.50856
H: -0.08995 0.15738 -1.92105

Properties
total charge: 0
HOMO (spin up / spin down): -0.272 / -0.272 Eh
DFT total energy: -15431.133 eV
frontier orbital gap (spin up / spin down): 7.2207 / 7.2201 eV
maximum force: 3.09 eV/A
lowest unoccupied orbital energy (spin up / spin down): -0.2 / -0.2 eV

Atomic partial charges in e from the Löwdin method, atoms 1 to 5: 0.88 -0.53 -0.47 0.02 -0.15

No. 2
A molecular structure, C34H52AsN6O2Y. Source: OMol25; level of theory: ωB97M-V with the def2-TZVPD basis set.

Geometry (Å):
Y: 0.19421 -0.34396 -0.14790
As: 2.53887 0.11117 -1.89858
O: -0.73197 3.45003 1.33757
O: 0.13965 1.42732 0.88102
N: -2.36459 0.05004 -0.03156
N: 2.22173 -0.17026 1.47557
N: -0.75968 -1.77056 1.83369
N: -1.16532 -1.66415 -1.88376
N: 1.45406 -2.61791 0.06281
N: -0.45047 1.68562 -1.68883
C: -0.49513 -2.81183 -2.54955
C: 6.22014 0.39982 -5.79603
C: -0.01993 -3.90159 -1.59582
C: 2.89151 -1.00089 -3.47608
C: -0.70706 2.72772 -0.91570
C: -0.74920 0.76248 -5.22135
C: 2.85410 0.11660 2.38919
C: -2.50884 -2.03664 -1.39298
C: 5.33016 -1.04792 -4.09309
C: 1.29823 -3.12648 1.44873
C: 1.34845 -3.68757 -0.97072
C: 4.25412 -0.03518 -0.99532
C: -0.13206 -3.11497 1.91237
C: -3.04778 -0.71601 2.29719
C: 3.86936 0.43199 -5.28903
C: 2.88342 1.78160 4.15516
C: 5.03182 1.00040 3.05942
C: -2.87660 0.43796 1.31119
C: -1.36474 1.91840 -5.76264
C: -2.21591 -1.96235 2.07586
C: 3.75008 -0.55828 4.57794
C: -1.26678 3.92938 -1.38240
C: 4.05381 -0.53402 -4.30290
C: -0.42436 2.58180 0.57072
C: 6.40936 -0.58202 -4.83312
C: 4.94469 0.89861 -6.03010
C: -0.44840 0.69735 -3.89286
C: -3.24776 -0.83616 -0.82764
C: -1.58553 4.02383 -2.70310
C: 2.74376 1.91401 -2.57403
C: 3.64400 0.58815 3.56466
C: -1.64110 2.97859 -4.95630
C: -1.33549 2.93607 -3.56859
C: -0.74854 1.77867 -3.02610
H: -0.39252 -1.20802 2.60207
H: 5.48422 -1.83017 -3.35658
H: -4.08445 -1.18431 -0.22057
H: 2.05395 -3.43380 -1.76449
H: -3.68720 -0.25540 -1.64197
H: 4.26039 -1.42350 4.15334
H: -0.77215 -4.10389 -0.83036
H: 5.55325 0.16507 2.59004
H: 4.29574 0.71395 -0.20827
H: 1.70048 -4.62762 -0.53980
H: 3.43970 2.13946 5.02210
H: 3.72740 1.99884 -3.02763
H: 1.97904 2.14774 -3.30903
H: 4.38741 -1.02172 -0.55162
H: 5.61962 1.33193 3.91569
H: 2.66109 2.60066 -1.73232
H: 3.04968 -2.00984 -3.09394
H: -2.59694 -2.52286 1.22593
H: -0.50770 -0.06967 -5.87182
H: 4.78747 1.64416 -6.79860
H: 7.06012 0.76486 -6.37235
H: -1.17250 -3.24357 -3.29047
H: -1.30536 -0.96658 -2.61232
H: -0.18978 -3.50583 2.93167
H: -4.08460 -1.05898 2.30821
H: -2.03282 4.92845 -3.09921
H: 1.69562 -4.14154 1.52894
H: -1.43526 4.73016 -0.67658
H: -2.16599 1.15721 1.71054
H: -2.34392 -2.61923 2.94048
H: 4.32990 -0.20812 5.43206
H: 2.40430 -2.26404 0.00680
H: 2.79667 2.59690 3.43684
H: -3.09470 -2.47709 -2.20520
H: 1.90288 -2.49781 2.09965
H: -0.74288 -3.78221 1.30191
H: 0.07612 -0.16109 -3.49880
H: 2.76684 -0.86321 4.93887
H: 0.35653 -2.41308 -3.10678
H: 5.03850 0.14527 -1.72600
H: -1.59753 1.95680 -6.81788
H: 1.97592 -1.02221 -4.06652
H: -2.09614 3.87320 -5.36376
H: -2.31038 0.91961 -0.54837
H: 1.88267 1.49720 4.48155
H: -2.87492 -0.32019 3.30084
H: 2.87473 0.81868 -5.48777
H: 0.04320 -4.82911 -2.16914
H: -3.82662 0.96628 1.20931
H: 7.39596 -0.99515 -4.66698
H: -2.38960 -2.81430 -0.64325
H: 4.96887 1.82539 2.34881

Properties
total charge: +2
HOMO: -0.487 Eh
DFT total energy: -111012.803 eV
frontier orbital gap: 7.7825 eV
maximum force: 1.78 eV/A
lowest unoccupied orbital energy: -5.5 eV

Atomic partial charges in e from the Löwdin method, atoms 1 to 5: 1.32 1.11 0.13 -0.25 -0.11

No. 3
2 unconnected molecules or ions with the total composition C23H33O3Si. Source: OMol25; level of theory: ωB97M-V with the def2-TZVPD basis set.

Geometry (Å):
Si: 2.95846 1.78202 4.01168
O: -0.49025 -6.92121 -1.90655
O: -0.83751 2.60681 -3.30853
O: -1.44396 -0.48456 3.31790
C: -1.76828 -0.41434 2.14409
C: -0.20207 -3.02187 -0.37980
C: -1.13620 -2.78765 2.39490
C: -0.68442 1.56274 -2.44020
C: -0.44573 -0.52921 -0.61279
C: -2.90747 1.69268 2.79997
C: 2.51674 1.56118 2.07632
C: 0.69521 0.18965 -0.98380
C: -0.33169 -5.62759 -1.49214
C: -1.13501 -7.18187 -3.17933
C: 2.69844 -0.17657 4.55046
C: 1.18403 2.61966 4.63797
C: -1.82751 0.82201 -2.03853
C: 0.38616 -5.39227 -0.27351
C: -0.84530 -4.50853 -2.19905
C: -1.42492 -1.72901 1.32983
C: 0.58309 1.23424 -1.88838
C: -2.40705 0.84218 1.64227
C: 0.43861 -4.10645 0.22933
C: -1.66509 -0.25940 -1.19164
C: -2.07467 2.74368 -4.08648
C: -0.75975 -3.22839 -1.63872
C: -0.33834 -1.69232 0.37267
H: -2.27369 1.84225 -4.68901
H: 2.49506 0.59708 1.53464
H: -1.65120 1.40070 1.10377
H: 1.67206 2.01857 1.51324
H: 2.21391 -0.45746 5.50925
H: -1.17825 -8.27155 -3.22607
H: -3.41568 1.08596 3.57215
H: 1.43110 3.65255 4.99972
H: -1.83297 -2.65681 3.21910
H: 0.28374 2.79989 3.99499
H: -2.53142 -0.91762 -1.01368
H: 0.61651 2.27660 5.52995
H: -1.88574 3.59358 -4.74487
H: 3.38901 2.06634 1.60572
H: -1.17521 -3.80944 2.01922
H: 1.65726 -0.11121 -0.54379
H: -2.82948 1.07661 -2.38633
H: -2.00616 2.14416 3.23920
H: 0.63456 -1.59965 0.88618
H: -3.17497 0.67414 0.91974
H: -2.37219 -1.92539 0.79877
H: 3.71470 -0.59317 4.75162
H: -0.13699 -2.57425 2.76928
H: 0.95943 -3.93055 1.17569
H: 2.22852 -0.96354 3.90723
H: 0.88513 -6.21712 0.24204
H: -1.15978 -2.39830 -2.22335
H: 1.49257 1.77281 -2.15413
H: -0.54128 -6.80505 -4.01940
H: -1.29301 -4.64656 -3.19782
H: -2.15030 -6.77263 -3.22376
H: -3.58752 2.48727 2.46017
H: -2.95504 2.95792 -3.45770

Properties
total charge: +1
HOMO: -0.370 Eh
DFT total energy: -38393.385 eV
frontier orbital gap: 1.7841 eV
maximum force: 9.49 eV/A
lowest unoccupied orbital energy: -8.3 eV

Atomic partial charges in e from the Löwdin method, atoms 1 to 5: 1.19 -0.09 -0.09 0.05 -0.30

No. 4
A molecular structure, C26H20N5O6Pd. Source: OMol25; level of theory: ωB97M-V with the def2-TZVPD basis set.

Geometry (Å):
Pd: 0.43009 -1.69045 1.32107
O: 3.57105 -0.57381 7.64969
O: -1.69386 0.65086 -1.13437
O: 1.79804 -5.03314 3.26720
O: 0.81145 -3.69346 1.76923
O: 3.83254 -2.86126 7.41458
O: 2.34831 -0.82153 0.20488
N: -3.94597 -1.91560 0.81681
N: 1.78482 0.64036 -1.52621
N: -1.83585 -2.02431 1.53511
N: 1.23162 -1.54539 3.31017
N: 0.19599 -0.26999 -0.24523
C: 1.68059 3.47548 -1.99753
C: 0.50403 2.73852 -1.90315
C: 3.54703 -1.71384 7.32114
C: -0.73164 4.79695 -1.70257
C: 1.10607 0.20044 -5.69271
C: -0.47293 0.51476 -1.10714
C: 1.65031 4.86037 -1.94145
C: 0.54274 1.21158 -2.05201
C: -0.99498 0.94554 -4.04773
C: 1.72408 -2.71384 3.73425
C: 0.28682 0.83312 -3.51562
C: -2.67695 -1.38905 0.71171
C: -2.53051 -2.95465 2.16717
C: -0.70543 3.41153 -1.76274
C: -1.22111 0.67823 -5.38826
C: -5.09479 -1.45247 0.02272
C: 0.44378 5.52595 -1.79134
C: 1.44893 -3.94956 2.86397
C: 2.10188 -0.44055 5.22607
C: -0.17205 0.30608 -6.21600
C: 1.33557 0.46141 -4.34921
C: 2.42757 -2.82936 4.92623
C: -3.90012 -2.88979 1.71615
C: 1.41089 -0.43425 4.02364
C: 1.55156 -0.18344 -0.49636
C: 2.58082 -1.66374 5.62176
H: -5.24908 -0.39364 0.21398
H: -1.81734 1.24345 -3.41282
H: 1.00131 0.48161 3.61614
H: 2.63715 2.98703 -2.12323
H: 2.25359 0.45769 5.80497
H: 2.57392 5.41887 -2.01837
H: -0.34925 0.10281 -7.26373
H: 2.34243 0.35937 -3.97080
H: 2.80547 -3.79244 5.23972
H: -1.62927 2.85470 -1.69735
H: -4.87834 -1.61261 -1.03082
H: -4.75355 -3.48647 1.99954
H: 2.71283 0.84872 -1.84274
H: -2.39318 -0.59821 -0.00225
H: -1.67922 5.30741 -1.58877
H: -5.97302 -2.01831 0.31654
H: 0.42038 6.60670 -1.74868
H: -2.22276 0.76735 -5.78848
H: -2.10451 -3.65283 2.87226
H: 1.93207 -0.08888 -6.32903

Properties
<S²>: 6.02
total charge: +1
HOMO (spin up / spin down): -0.410 / -0.410 Eh
DFT total energy: -50492.421 eV
multiplicity: 5
frontier orbital gap (spin up / spin down): 7.4359 / 3.2734 eV
maximum force: 1.11 eV/A
lowest unoccupied orbital energy (spin up / spin down): -3.7 / -7.9 eV

Atomic partial charges in e from the Löwdin method, atoms 1 to 5: 1.11 0.18 0.00 0.10 -0.14

No. 5
C4H10ClPSi in the gas phase. Source: OMol25; level of theory: ωB97M-V with the def2-TZVPD basis set.

Geometry (Å):
Cl: -2.63608 0.44438 -0.46287
P: -1.68921 -0.98063 0.84411
Si: 0.40998 0.16368 -0.06957
C: 0.30826 1.09724 -1.72321
C: 0.12749 1.54510 1.12877
C: -1.82662 -2.33031 -0.15577
C: 1.42411 -1.44297 0.34448
H: -0.72834 1.46529 1.79320
H: 1.30958 -1.42531 1.43023
H: -0.12076 2.42051 0.56240
H: 0.84905 -2.33291 -0.05107
H: -1.39308 -3.16000 0.50680
H: -0.60404 1.74551 -1.46915
H: 2.46540 -1.36169 -0.02053
H: 0.92662 1.84338 1.68289
H: 0.07505 0.51201 -2.68893
H: 1.10260 1.79671 -1.65179

Properties
<S²>: 2.02
total charge: 0
HOMO (spin up / spin down): -0.256 / -0.326 Eh
DFT total energy: -33994.765 eV
multiplicity: 3
frontier orbital gap (spin up / spin down): 7.5761 / 7.4043 eV
maximum force: 3.17 eV/A
lowest unoccupied orbital energy (spin up / spin down): 0.6 / -1.5 eV

Atomic partial charges in e from the Löwdin method, atoms 1 to 5: 0.09 0.41 0.51 -0.24 -0.26

No. 6
A molecular structure, C15H31IP2V. Source: OMol25; level of theory: ωB97M-V with the def2-TZVPD basis set.

Geometry (Å):
I: -2.84065 -0.43926 -3.37601
V: -0.81175 -0.17661 -4.79113
P: 0.22290 1.82107 -1.64986
P: 0.61118 -2.14986 -1.88640
C: -1.60117 1.45181 -5.69750
C: -2.49208 0.80497 -6.69844
C: 0.58041 0.82711 -6.94745
C: -2.10304 -0.62931 -7.12111
C: 2.18038 -3.09002 -2.16418
C: -0.55309 0.77390 -0.44765
C: -1.05235 2.79149 -2.47145
C: -0.39336 -3.27634 -2.95524
C: 1.12973 -0.75203 -3.11477
C: 1.26214 0.73808 -2.75038
C: 1.42397 2.98280 -1.04736
C: -0.14029 1.35658 -5.73804
C: 0.11300 -1.49081 -6.02637
C: -1.32909 -1.46830 -6.15329
C: 1.04551 -0.62479 -6.81028
H: -2.51472 1.43338 -7.61752
H: -1.82275 -2.45023 -5.96386
H: 0.38207 2.11199 -5.13179
H: -1.25358 3.67170 -1.83889
H: -0.24028 -4.29610 -2.57828
H: 1.46591 1.46226 -7.08004
H: -0.73336 3.14526 -3.46132
H: 0.63960 -0.98936 -4.09201
H: 1.40623 1.31332 -3.68222
H: -2.01343 2.38735 -5.28837
H: -0.12915 -3.27092 -4.02112
H: 2.22262 0.83021 -2.21616
H: 3.04040 -2.42628 -2.01092
H: 0.54701 -2.42459 -5.66362
H: -0.02422 0.93830 -7.85626
H: 2.16324 -1.05513 -3.35489
H: -1.60566 -0.58948 -8.10043
H: 1.26686 -1.03370 -7.80936
H: -3.04444 -1.15984 -7.33427
H: 2.22715 -3.91013 -1.43841
H: 1.58849 3.77464 -1.78789
H: 2.38808 2.49648 -0.86530
H: -1.46115 -3.05055 -2.88408
H: -1.98850 2.22467 -2.59199
H: 1.07898 3.44575 -0.12010
H: 0.00874 -0.15603 -0.29061
H: 2.01345 -0.64784 -6.29382
H: -0.61168 1.33291 0.49428
H: -1.56970 0.52570 -0.77219
H: -3.52880 0.77581 -6.30902
H: 2.22424 -3.50373 -3.18284

Properties
<S²>: 0.76
total charge: +2
HOMO (spin up / spin down): -0.553 / -0.552 Eh
DFT total energy: -68405.121 eV
multiplicity: 2
frontier orbital gap (spin up / spin down): 7.1741 / 6.4028 eV
maximum force: 3.68 eV/A
lowest unoccupied orbital energy (spin up / spin down): -7.9 / -8.6 eV

Atomic partial charges in e from the Löwdin method, atoms 1 to 5: 0.76 0.37 0.86 0.93 -0.26